216
Properties=species:S:1:pos:R:3 method="wB97M-V/def2-TZVPD" gap_ev=8.65 de_lowest_kj_mol=1337.4 smiles=COCCNCCOC.COCCNCCOC.COCCNCCOC.COCCNCCOC.COCCNCCOC.COCCNCCOC.COCCNCCOC.COCCNCCOC.COCCNCCOC e_tot_ha=-3984.68215 charge=0
C -38.66 -1.16 -32.90
O -38.89 -2.01 -31.78
C -37.79 -2.56 -31.09
C -36.57 -3.13 -31.80
N -35.55 -2.19 -32.32
C -35.01 -1.24 -31.40
C -34.45 -1.77 -30.11
O -33.55 -2.89 -30.33
C -32.74 -3.21 -29.27
H -38.17 -0.30 -32.46
H -39.52 -0.76 -33.45
H -38.03 -1.79 -33.52
H -38.30 -3.22 -30.39
H -37.41 -1.79 -30.42
H -36.83 -3.93 -32.49
H -35.92 -3.67 -31.12
H -34.74 -2.77 -32.50
H -35.62 -0.38 -31.11
H -34.21 -0.80 -32.01
H -35.17 -2.12 -29.37
H -33.92 -0.99 -29.56
H -31.87 -3.81 -29.53
H -33.35 -3.92 -28.71
H -32.54 -2.34 -28.65
C -34.47 -0.18 -12.08
O -33.73 -1.40 -12.48
C -33.56 -1.65 -13.81
C -32.58 -2.87 -14.00
N -31.58 -2.79 -15.03
C -32.10 -2.24 -16.29
C -30.99 -2.42 -17.50
O -31.67 -1.61 -18.51
C -30.93 -1.31 -19.71
H -34.84 -0.01 -11.06
H -35.38 -0.20 -12.68
H -33.95 0.76 -12.26
H -33.15 -0.81 -14.37
H -34.58 -1.88 -14.11
H -33.35 -3.60 -14.28
H -32.14 -3.16 -13.05
H -31.04 -3.63 -15.18
H -32.15 -1.16 -16.20
H -33.10 -2.57 -16.58
H -30.64 -3.40 -17.83
H -30.05 -1.92 -17.24
H -30.31 -2.18 -19.95
H -30.34 -0.40 -19.62
H -31.79 -0.99 -20.29
C -26.88 10.81 -32.07
O -26.14 10.70 -33.33
C -24.75 11.08 -33.14
C -23.81 10.43 -34.18
N -23.20 9.18 -33.67
C -22.06 9.29 -32.83
C -20.71 9.37 -33.59
O -20.69 10.49 -34.49
C -19.57 10.52 -35.33
H -26.34 10.17 -31.37
H -27.92 10.50 -32.14
H -26.77 11.82 -31.66
H -24.46 10.99 -32.10
H -24.69 12.17 -33.21
H -23.06 11.14 -34.51
H -24.49 10.20 -35.00
H -22.94 8.59 -34.45
H -21.89 8.37 -32.27
H -22.19 10.23 -32.30
H -20.61 8.43 -34.12
H -19.80 9.49 -33.01
H -18.73 10.43 -34.64
H -19.46 11.49 -35.81
H -19.46 9.66 -36.00
C -18.11 5.43 -19.53
O -17.52 6.68 -19.08
C -17.26 6.86 -17.71
C -16.88 8.38 -17.40
N -17.96 9.29 -17.76
C -17.65 10.71 -17.34
C -18.47 11.82 -18.05
O -17.68 12.84 -18.68
C -18.41 14.01 -18.98
H -19.12 5.52 -19.94
H -18.28 4.64 -18.80
H -17.63 4.93 -20.37
H -16.51 6.10 -17.48
H -18.13 6.75 -17.07
H -15.99 8.74 -17.91
H -16.61 8.50 -16.35
H -18.22 9.26 -18.73
H -16.61 10.98 -17.51
H -17.88 10.79 -16.27
H -18.79 12.36 -17.16
H -19.34 11.46 -18.60
H -17.78 14.83 -19.33
H -18.85 14.31 -18.03
H -19.27 13.92 -19.64
C -20.02 0.87 -30.67
O -19.86 0.75 -32.05
C -18.86 1.57 -32.66
C -18.72 1.39 -34.13
N -19.68 2.09 -34.99
C -21.06 1.62 -34.75
C -22.02 2.13 -35.87
O -21.52 2.11 -37.24
C -21.27 0.83 -37.78
H -20.69 0.09 -30.29
H -20.45 1.73 -30.17
H -19.02 0.62 -30.31
H -17.89 1.39 -32.20
H -19.04 2.64 -32.55
H -18.71 0.34 -34.41
H -17.76 1.78 -34.46
H -19.54 2.30 -35.97
H -21.23 2.11 -33.79
H -21.07 0.54 -34.57
H -22.33 3.15 -35.62
H -22.96 1.59 -35.89
H -22.24 0.34 -37.71
H -20.54 0.35 -37.12
H -20.90 1.02 -38.79
C -34.42 11.47 -35.32
O -34.85 12.80 -35.56
C -35.08 13.39 -34.30
C -36.28 12.95 -33.48
N -35.94 11.81 -32.64
C -37.11 11.15 -32.05
C -38.03 10.45 -33.03
O -37.39 9.37 -33.69
C -37.13 8.25 -33.00
H -34.98 10.81 -34.66
H -33.39 11.52 -34.99
H -34.41 11.04 -36.32
H -34.91 14.47 -34.38
H -34.22 13.18 -33.67
H -37.10 12.73 -34.16
H -36.51 13.78 -32.82
H -35.46 11.15 -33.24
H -37.57 11.82 -31.32
H -36.56 10.38 -31.52
H -38.61 11.19 -33.58
H -38.92 10.01 -32.57
H -36.92 7.40 -33.66
H -37.92 7.96 -32.31
H -36.25 8.47 -32.39
C -37.53 2.38 -38.55
O -38.11 2.16 -39.87
C -39.58 1.95 -39.94
C -40.35 3.18 -39.36
N -41.81 2.92 -39.36
C -42.67 4.06 -38.95
C -44.18 3.86 -38.99
O -44.91 4.97 -38.49
C -46.27 5.00 -38.99
H -37.79 1.57 -37.87
H -37.85 3.34 -38.16
H -36.44 2.36 -38.57
H -39.96 1.11 -39.36
H -39.94 1.67 -40.93
H -40.08 4.20 -39.63
H -40.00 3.32 -38.34
H -42.17 2.29 -40.07
H -42.55 4.83 -39.70
H -42.34 4.54 -38.02
H -44.48 3.18 -38.19
H -44.73 3.47 -39.85
H -46.77 5.79 -38.42
H -46.80 4.11 -38.65
H -46.37 5.08 -40.07
C -28.86 5.25 -34.96
O -30.02 4.89 -34.17
C -29.83 4.70 -32.83
C -29.04 3.46 -32.26
N -28.99 3.49 -30.82
C -27.99 2.57 -30.25
C -27.71 3.19 -28.82
O -26.89 2.38 -28.07
C -26.32 3.00 -26.87
H -28.03 4.55 -34.94
H -28.66 6.29 -34.71
H -29.12 5.29 -36.02
H -30.79 4.79 -32.33
H -29.19 5.54 -32.53
H -28.04 3.68 -32.64
H -29.40 2.49 -32.61
H -29.09 4.38 -30.35
H -27.12 2.65 -30.89
H -28.37 1.55 -30.20
H -28.67 3.27 -28.32
H -27.37 4.22 -28.98
H -27.22 3.30 -26.35
H -25.80 3.94 -27.07
H -25.74 2.37 -26.19
C -37.02 11.65 -52.21
O -37.02 11.88 -50.82
C -36.14 10.94 -50.22
C -36.25 11.11 -48.60
N -34.93 10.92 -48.03
C -34.40 9.58 -48.10
C -33.15 9.13 -47.15
O -33.43 9.20 -45.70
C -34.24 8.20 -45.10
H -37.85 12.23 -52.63
H -37.26 10.62 -52.47
H -36.17 12.09 -52.74
H -35.11 11.11 -50.52
H -36.31 9.94 -50.61
H -36.80 10.36 -48.04
H -36.75 12.02 -48.26
H -34.73 11.52 -47.25
H -34.10 9.27 -49.10
H -35.24 8.90 -47.95
H -32.30 9.81 -47.23
H -32.83 8.13 -47.45
H -35.10 8.05 -45.74
H -34.65 8.37 -44.11
H -33.69 7.25 -45.14